Entry 1:
Formula: C41H88N8O17
Source: the Open Molecules 2025 dataset
Level of theory: the ωB97M-V functional and the def2-TZVPD basis

ORCA input file:
```
! wB97M-V def2-TZVPD RIJCOSX def2/J DEFGRID3
* xyz 0 1
O -0.240 -4.373 -2.607
C 0.079 -4.127 -1.474
C -0.219 -2.951 -0.655
C 0.150 -2.711 0.615
O -0.202 -1.626 1.297
C 1.027 -3.692 1.305
O 1.526 -3.515 2.396
C 1.262 -4.957 0.586
C 0.857 -5.180 -0.671
O 1.083 -6.358 -1.276
H -0.814 -2.142 -1.065
H 0.394 -1.462 2.102
H 1.736 -5.786 1.096
H 0.692 -6.315 -2.163
O -5.001 -1.949 1.000
C -4.958 -0.839 1.482
C -3.911 0.126 1.142
C -3.978 1.413 1.523
O -2.966 2.245 1.203
C -5.137 2.026 2.230
O -5.218 3.177 2.577
C -6.148 1.022 2.627
C -6.061 -0.267 2.320
O -6.901 -1.181 2.854
H -3.013 -0.267 0.683
H -3.089 3.097 1.666
H -6.994 1.253 3.264
H -6.696 -2.044 2.459
C -0.519 1.256 -0.771
N 0.778 0.573 -0.667
O 1.584 0.961 0.154
O 0.985 -0.357 -1.413
H -1.119 0.813 0.018
H -0.834 1.200 -1.809
H -0.346 2.312 -0.580
C -3.230 -0.448 5.338
O -1.926 0.097 5.217
C -1.131 -0.577 4.237
C 0.133 0.257 3.970
C -0.189 1.466 3.105
N 1.191 -0.577 3.388
H -3.744 -0.125 4.425
H -3.652 0.055 6.207
H -3.342 -1.530 5.452
H -0.972 -1.577 4.654
H -1.698 -0.719 3.308
H 0.400 0.712 4.934
H 0.659 2.117 2.906
H -0.965 2.063 3.581
H -0.504 1.096 2.130
H 1.564 -1.161 4.131
H 1.942 0.092 3.170
C -3.451 -0.630 -2.603
O -3.499 -1.949 -3.100
C -3.756 -2.842 -2.016
C -3.834 -4.242 -2.643
C -5.127 -4.509 -3.426
N -3.833 -5.234 -1.543
H -4.459 -0.276 -2.348
H -3.206 0.063 -3.412
H -2.785 -0.487 -1.749
H -3.038 -2.768 -1.193
H -4.704 -2.667 -1.496
H -2.946 -4.559 -3.196
H -6.007 -4.280 -2.827
H -5.176 -5.532 -3.798
H -5.093 -3.856 -4.303
H -2.996 -5.122 -0.980
H -3.862 -6.187 -1.875
C -1.833 -4.813 -6.919
O -1.467 -3.471 -6.709
C -1.100 -3.129 -5.400
C -0.676 -1.659 -5.407
C -0.186 -1.189 -4.064
N -1.829 -0.836 -5.900
H -2.788 -5.062 -6.445
H -1.060 -5.513 -6.593
H -1.958 -4.938 -7.994
H -1.941 -3.315 -4.719
H -0.278 -3.723 -4.977
H 0.107 -1.514 -6.157
H 0.031 -0.117 -4.055
H 0.711 -1.681 -3.682
H -0.903 -1.305 -3.244
H -2.248 -1.435 -6.605
H -2.467 -0.876 -5.103
C -1.207 5.106 0.109
O -1.895 4.889 1.320
C -1.562 5.773 2.369
C -2.564 5.699 3.533
C -2.393 4.388 4.298
N -3.929 5.916 3.062
H -1.624 4.558 -0.737
H -0.160 4.792 0.156
H -1.346 6.163 -0.135
H -0.564 5.557 2.759
H -1.575 6.830 2.081
H -2.256 6.513 4.201
H -3.092 4.197 5.117
H -1.433 4.460 4.824
H -2.384 3.465 3.714
H -3.852 5.594 2.098
H -4.601 5.307 3.506
C 4.315 0.351 2.526
O 3.420 1.234 3.178
C 3.495 2.523 2.577
C 3.602 3.653 3.618
C 2.360 3.808 4.493
N 3.944 4.908 2.968
H 4.272 -0.622 3.018
H 5.344 0.724 2.607
H 4.076 0.270 1.459
H 4.316 2.655 1.868
H 2.603 2.681 1.953
H 4.474 3.422 4.239
H 2.015 2.816 4.790
H 1.497 4.287 4.021
H 2.555 4.417 5.376
H 3.212 5.116 2.292
H 4.814 4.846 2.453
C 4.036 6.083 -4.627
O 4.024 5.259 -3.467
C 3.913 3.895 -3.809
C 3.790 3.050 -2.541
C 3.615 1.567 -2.918
N 2.522 3.409 -1.854
H 4.043 7.125 -4.329
H 3.099 5.858 -5.153
H 4.799 5.840 -5.370
H 3.066 3.740 -4.488
H 4.785 3.550 -4.380
H 4.719 3.108 -1.966
H 2.634 1.364 -3.350
H 3.588 0.943 -2.019
H 4.433 1.248 -3.566
H 2.697 3.069 -0.904
H 2.664 4.419 -1.721
C 5.532 -4.207 2.771
O 5.521 -4.335 1.361
C 4.850 -3.282 0.728
C 4.707 -3.490 -0.791
C 3.882 -2.395 -1.436
N 4.075 -4.775 -1.109
H 5.677 -3.174 3.081
H 6.339 -4.853 3.128
H 4.676 -4.726 3.214
H 3.838 -3.138 1.115
H 5.373 -2.322 0.851
H 5.741 -3.543 -1.144
H 4.267 -1.422 -1.104
H 2.822 -2.426 -1.192
H 4.066 -2.316 -2.508
H 4.525 -5.554 -0.635
H 3.136 -4.826 -0.698
*
```

Results
Energy above the lowest of the compared OMol25 structures with the same formula, charge and spin: 0.0 kJ/mol
HOMO energy: -8.897 eV
Total energy: -90664.5731 eV
SMILES string: O=C1C=C(O)C(=O)C=C1O.O=C1C=C(O)C(=O)C=C1O.C[N+](=O)[O-].COC[C@H](C)N.COC[C@H](C)N.COC[C@H](C)N.COC[C@H](C)N.COC[C@H](C)N.COC[C@H](C)N.COC[C@H](C)N



Entry 2:
Formula: C2H4O2Pm
Source: the Open Molecules 2025 dataset
Level of theory: the ωB97M-V functional and the def2-TZVPD basis

ORCA input file:
```
! wB97M-V def2-TZVPD RIJCOSX def2/J DEFGRID3
* xyz 2 6
H -1.801 0.272 0.130
C -1.229 -0.112 -1.647
C -1.280 -1.370 -0.324
O -0.003 -1.580 -0.029
O -0.892 0.855 -0.647
H -2.276 0.027 -1.948
H -1.952 -1.668 0.493
Pm 1.294 0.237 0.094
H -0.715 -0.188 -2.615
*
```

Results
Energy above the lowest of the compared OMol25 structures with the same formula, charge and spin: 188.9 kJ/mol
⟨S²⟩: 8.755
HOMO energy (spin up / spin down): -17.007 / -19.853 eV
Total energy: -22765.1606 eV



Entry 3:
Formula: C4H7NO2
Source: the Open Molecules 2025 dataset
Level of theory: the ωB97M-V functional and the def2-TZVPD basis

ORCA input file:
```
! wB97M-V def2-TZVPD RIJCOSX def2/J DEFGRID3
* xyz 0 1
C -1.069 -1.044 1.277
C -0.133 -0.296 0.365
C 1.200 -0.044 0.889
O 1.549 -0.318 2.026
C -0.403 -0.268 -0.988
O -1.057 -0.688 -1.880
N 0.496 1.289 -1.574
H -0.743 -2.079 1.414
H -1.062 -0.572 2.266
H -2.089 -1.045 0.888
H 0.116 1.532 -0.571
H 1.922 0.420 0.184
H -0.150 1.622 -2.289
H 1.423 1.492 -2.005
*
```

Results
Energy above the lowest of the compared OMol25 structures with the same formula, charge and spin: 268.9 kJ/mol
HOMO energy: -8.631 eV
Total energy: -9844.4926 eV



Entry 4:
Formula: C3H8O2
Source: the Open Molecules 2025 dataset
Level of theory: the ωB97M-V functional and the def2-TZVPD basis

ORCA input file:
```
! wB97M-V def2-TZVPD RIJCOSX def2/J DEFGRID3
* xyz 0 1
C 1.865 0.635 0.564
O 0.387 0.449 0.744
C -0.056 -0.633 -0.040
C -1.538 -0.472 -0.341
O -1.815 0.598 -1.220
H 2.313 1.114 1.455
H 2.423 -0.328 0.463
H 1.430 1.227 -0.230
H 0.492 -0.746 -0.998
H 0.128 -1.523 0.569
H -1.904 -1.378 -0.834
H -2.083 -0.361 0.607
H -1.641 1.416 -0.739
*
```

Results
Energy above the lowest of the compared OMol25 structures with the same formula, charge and spin: 247.4 kJ/mol
HOMO energy: -9.604 eV
Total energy: -7333.4863 eV
SMILES string: COCCO



Entry 5:
Formula: C5H7NOS
Source: the Open Molecules 2025 dataset
Level of theory: the ωB97M-V functional and the def2-TZVPD basis

ORCA input file:
```
! wB97M-V def2-TZVPD RIJCOSX def2/J DEFGRID3
* xyz 0 1
C 0.674 -0.635 -0.508
C 0.512 0.795 0.010
C -0.932 1.109 -0.430
C -1.582 -0.165 0.080
C -0.364 -0.852 0.642
H 2.584 -0.680 -0.737
H 0.354 -0.874 -1.516
H 1.287 1.573 -0.208
H -1.271 1.993 0.176
H -1.030 1.242 -1.510
H -0.535 -1.826 1.125
H 1.176 -0.073 1.756
N 0.274 0.292 1.365
O 1.936 -1.224 -0.250
S -3.083 -0.677 0.005
*
```

Results
Energy above the lowest of the compared OMol25 structures with the same formula, charge and spin: 238.7 kJ/mol
HOMO energy: -8.581 eV
Total energy: -19669.1287 eV



Entry 6:
Formula: C30H20F12MnN3O2
Source: the Open Molecules 2025 dataset
Level of theory: the ωB97M-V functional and the def2-TZVPD basis

ORCA input file:
```
! wB97M-V def2-TZVPD RIJCOSX def2/J DEFGRID3
* xyz 4 1
Mn 0.080 -1.157 -0.278
C 4.106 3.935 2.070
C 3.039 3.256 1.325
C 1.706 3.705 1.360
C 0.710 2.998 0.747
C 0.953 1.768 0.061
N -0.086 1.048 -0.450
C -1.167 1.639 -0.957
C -1.131 3.024 -1.366
C -2.252 3.704 -1.725
C -3.513 3.067 -1.750
C -4.750 3.783 -2.021
C -3.530 1.642 -1.556
C -2.423 0.943 -1.197
C -2.527 -0.572 -1.147
O -1.468 -1.126 -0.422
C -3.848 -1.143 -0.505
F -4.154 -0.401 0.555
F -3.595 -2.390 -0.107
F -4.830 -1.131 -1.375
C -2.280 -1.138 -2.616
F -0.917 -1.009 -2.828
F -2.569 -2.419 -2.685
F -2.911 -0.456 -3.522
C 2.319 1.306 0.039
C 3.308 2.059 0.605
C 2.675 0.008 -0.668
O 1.595 -0.876 -0.472
C 2.814 0.216 -2.229
F 1.592 0.607 -2.671
F 3.691 1.145 -2.487
F 3.120 -0.920 -2.824
C 3.908 -0.764 -0.060
F 3.734 -0.794 1.271
F 5.043 -0.191 -0.359
F 3.874 -2.011 -0.516
H 3.882 4.978 2.286
H 5.083 3.832 1.595
H 4.230 3.443 3.048
H 1.459 4.607 1.906
H -0.315 3.324 0.865
H -0.167 3.512 -1.446
H -2.175 4.743 -2.024
H -4.656 4.864 -1.944
H -5.573 3.406 -1.403
H -5.116 3.564 -3.041
H -4.474 1.137 -1.724
H 4.347 1.772 0.504
C 0.022 -0.669 3.983
C 0.099 -1.990 4.411
C 0.164 -3.007 3.469
C 0.151 -2.701 2.118
N 0.098 -1.401 1.728
C 0.032 -0.413 2.627
C 0.189 -3.688 1.036
C 0.155 -5.060 1.193
C 0.186 -5.882 0.067
C 0.279 -5.313 -1.196
C 0.305 -3.931 -1.293
N 0.245 -3.157 -0.208
H -0.040 0.152 4.683
H 0.108 -2.223 5.469
H 0.230 -4.039 3.785
H -0.013 0.603 2.258
H 0.095 -5.496 2.180
H 0.138 -6.958 0.178
H 0.326 -5.915 -2.093
H 0.387 -3.443 -2.258
*
```

Results
HOMO energy (spin up / spin down): -20.464 / -20.462 eV
Total energy: -103884.2977 eV



Entry 7:
Formula: C24H29N2O3PtS5
Source: the Open Molecules 2025 dataset
Level of theory: the ωB97M-V functional and the def2-TZVPD basis

ORCA input file:
```
! wB97M-V def2-TZVPD RIJCOSX def2/J DEFGRID3
* xyz 1 1
Pt -0.116 -0.121 -0.003
C -0.682 -4.263 2.176
C -1.955 -3.570 1.668
S -1.888 -1.920 0.844
C -1.970 -2.344 -0.923
C -0.704 -2.987 -1.452
S 0.814 -2.025 -1.123
C 1.431 -2.640 0.505
C 1.731 -4.119 0.646
S 0.261 -5.171 0.903
H -0.995 -5.034 2.879
H -0.015 -3.581 2.702
H -2.612 -3.378 2.517
H -2.478 -4.213 0.961
H -2.151 -1.388 -1.415
H -2.829 -2.997 -1.085
H -0.773 -3.073 -2.538
H -0.539 -3.975 -1.036
H 0.725 -2.333 1.262
H 2.358 -2.074 0.627
H 2.387 -4.259 1.504
H 2.220 -4.529 -0.238
N 1.207 1.319 -0.747
S 2.477 1.980 -0.007
C 2.139 2.117 1.761
C 1.771 1.007 2.509
C 1.414 1.173 3.836
C 1.428 2.443 4.407
C 1.816 3.542 3.657
C 2.176 3.383 2.325
C 3.665 0.629 0.018
C 3.650 -0.260 -1.047
C 4.565 -1.304 -1.066
C 5.483 -1.446 -0.034
C 5.497 -0.537 1.017
C 4.596 0.517 1.042
H 0.714 2.033 -1.281
H 1.812 0.017 2.071
H 1.138 0.311 4.432
H 1.148 2.570 5.445
H 1.844 4.526 4.105
H 2.479 4.236 1.729
H 2.931 -0.128 -1.845
H 4.556 -1.999 -1.896
H 6.192 -2.264 -0.049
H 6.210 -0.645 1.824
H 4.612 1.233 1.853
N -1.367 1.288 1.055
C -1.517 2.552 0.349
C -1.541 2.545 -1.043
C -1.681 3.734 -1.736
C -1.785 4.916 -1.012
C -1.767 4.935 0.373
C -1.624 3.735 1.061
S -2.058 6.476 -1.933
O -1.568 7.501 -1.039
O -3.499 6.426 -2.095
O -1.294 6.288 -3.149
H -1.147 1.440 2.035
H -2.229 0.750 1.008
H -1.442 1.597 -1.571
H -1.695 3.776 -2.818
H -1.855 5.882 0.890
H -1.602 3.724 2.149
*
```

Results
Energy above the lowest of the compared OMol25 structures with the same formula, charge and spin: 135.9 kJ/mol
HOMO energy: -9.386 eV
Total energy: -91895.6859 eV



Entry 8:
Formula: C5H7NO
Source: the Open Molecules 2025 dataset
Level of theory: the ωB97M-V functional and the def2-TZVPD basis

ORCA input file:
```
! wB97M-V def2-TZVPD RIJCOSX def2/J DEFGRID3
* xyz 0 1
C 2.414 0.482 0.370
C 1.234 0.236 0.446
C -0.187 -0.174 0.489
C -0.341 -1.701 0.504
C -1.042 0.454 -0.651
N -0.735 1.752 -0.927
O -1.955 -0.156 -1.179
H 3.460 0.711 0.337
H -0.597 0.254 1.422
H -0.087 -2.086 1.494
H 0.327 -2.178 -0.221
H -1.368 -1.947 0.224
H -1.250 2.168 -1.687
H 0.127 2.184 -0.622
*
```

Results
Energy above the lowest of the compared OMol25 structures with the same formula, charge and spin: 131.7 kJ/mol
HOMO energy: -9.766 eV
Total energy: -8834.8377 eV
SMILES string: C#C[C@H](C)C(N)=O



Entry 9:
Formula: C3H6N2O2
Source: the Open Molecules 2025 dataset
Level of theory: the ωB97M-V functional and the def2-TZVPD basis

ORCA input file:
```
! wB97M-V def2-TZVPD RIJCOSX def2/J DEFGRID3
* xyz 0 1
N 0.419 -1.552 -0.190
C -0.542 -1.009 0.684
O -1.698 -1.360 0.643
C -0.045 0.320 1.137
C 0.568 0.821 -0.346
N -0.412 1.243 -1.196
O 1.734 1.106 -0.464
H 1.404 -1.520 0.026
H 0.122 -2.305 -0.793
H 0.844 0.230 1.754
H -0.849 0.936 1.531
H -1.379 1.110 -0.948
H -0.167 1.980 -1.839
*
```

Results
Energy above the lowest of the compared OMol25 structures with the same formula, charge and spin: 111.4 kJ/mol
HOMO energy: -9.715 eV
Total energy: -10283.6432 eV
SMILES string: NC(=O)CC(N)=O



Entry 10:
Formula: C8H8FN3
Source: the Open Molecules 2025 dataset
Level of theory: the ωB97M-V functional and the def2-TZVPD basis

ORCA input file:
```
! wB97M-V def2-TZVPD RIJCOSX def2/J DEFGRID3
* xyz 0 1
C 2.388 0.029 -1.471
C 1.136 0.530 -1.180
C 0.579 -0.333 2.293
C 2.977 -0.641 -0.366
C -0.601 0.242 1.913
C 1.282 -0.339 1.057
C 0.535 0.315 0.049
C -2.775 -0.281 -0.469
N 2.510 -0.804 0.843
N -0.623 0.732 0.600
N -1.769 1.199 0.070
F -2.909 -0.924 0.627
H 2.893 0.033 -2.442
H 0.392 0.856 -1.970
H 0.831 -0.784 3.328
H 4.068 -0.870 -0.402
H -1.433 0.521 2.496
H -3.750 -0.026 -0.865
H -1.953 -0.703 -1.008
H -2.327 1.601 0.713
*
```

Results
Energy above the lowest of the compared OMol25 structures with the same formula, charge and spin: 133.5 kJ/mol
HOMO energy: -8.227 eV
Total energy: -15609.8906 eV



Entry 11:
Formula: C27H34CdN9O6S
Source: the Open Molecules 2025 dataset
Level of theory: the ωB97M-V functional and the def2-TZVPD basis

ORCA input file:
```
! wB97M-V def2-TZVPD RIJCOSX def2/J DEFGRID3
* xyz -1 1
Cd -0.509 0.185 -0.302
O 1.828 3.171 2.891
C 0.904 3.050 3.862
C 1.220 3.553 5.125
C 0.305 3.469 6.155
C -0.945 2.891 5.947
C -1.262 2.406 4.691
C -0.355 2.472 3.635
C -0.710 1.952 2.284
O 0.218 1.794 1.431
N -2.013 1.749 2.060
N -2.207 1.300 0.800
C -3.381 1.351 0.309
C -3.574 0.947 -1.093
C -4.837 0.945 -1.681
C -4.947 0.625 -3.022
C -3.801 0.317 -3.743
C -2.588 0.319 -3.074
N -2.478 0.627 -1.787
H 1.463 2.666 2.120
H 2.199 3.994 5.270
H 0.568 3.853 7.134
H -1.659 2.818 6.757
H -2.226 1.957 4.496
H -4.211 1.743 0.892
H -5.707 1.193 -1.086
H -5.918 0.622 -3.504
H -3.842 0.080 -4.797
H -1.662 0.061 -3.579
C 0.552 3.089 -1.683
C 1.393 1.920 -2.092
C 2.427 1.877 -3.005
C 2.885 0.531 -3.038
C 2.112 -0.175 -2.136
C 2.178 -1.632 -1.793
N 1.192 0.668 -1.562
H 0.817 3.965 -2.279
H 0.681 3.339 -0.628
H -0.515 2.898 -1.835
H 2.802 2.716 -3.575
H 3.690 0.124 -3.634
H 3.210 -1.951 -1.624
H 1.767 -2.256 -2.593
H 1.616 -1.858 -0.887
O 0.037 -1.714 0.855
N -1.056 -2.342 1.080
O -1.014 -3.491 1.540
O -2.138 -1.760 0.839
C 4.109 1.546 0.356
N 3.190 0.874 1.260
C 3.430 0.536 2.529
S 2.486 -0.548 3.394
N 4.545 1.102 3.103
C 4.875 2.517 2.945
H 3.795 1.321 -0.661
H 5.125 1.171 0.508
H 4.105 2.630 0.481
H 2.319 0.564 0.847
H 4.623 0.762 4.045
H 5.605 2.691 2.153
H 5.310 2.862 3.882
H 3.981 3.112 2.750
N -1.064 -1.911 -1.912
C -1.726 -2.858 -1.913
N -2.508 -3.941 -1.939
C -2.154 -5.028 -1.001
C -1.066 -5.890 -1.607
O -1.462 -6.390 -2.883
C -1.715 -5.332 -3.792
C -2.835 -4.442 -3.284
H -3.060 -5.618 -0.849
H -1.855 -4.592 -0.049
H -0.864 -6.755 -0.979
H -0.141 -5.307 -1.707
H -1.982 -5.788 -4.746
H -0.804 -4.733 -3.932
H -3.761 -5.015 -3.199
H -3.008 -3.595 -3.947
*
```

Results
Energy above the lowest of the compared OMol25 structures with the same formula, charge and spin: 15.2 kJ/mol
HOMO energy: -4.293 eV
Total energy: -69645.8817 eV